Here is one molecule with the formula C3H4N2O from the Open Molecules 2025 dataset. Energies are from wB97M-V/def2-TZVPD.

Positions of all 10 atoms, in Å:
N1 1.7626 -0.0950 -0.0691
C1 0.5457 0.4616 0.1546
C2 -0.3364 1.3879 0.2617
N2 -0.7706 -0.0238 0.6236
C3 -1.4036 -0.8193 -0.3417
O1 -0.8086 -1.4063 -1.2199
H1 1.7151 -1.0847 -0.2659
H2 2.5084 0.1711 0.5582
H3 -0.7309 2.3700 0.4558
H4 -2.4816 -0.9615 -0.1573

Atomic forces in eV per Å
-0.13 -0.02 0.11
-0.05 0.20 -0.02
0.26 0.05 -0.05
-0.08 -0.30 -0.03
0.14 -0.24 -0.27
-0.27 0.24 0.38
0.02 0.08 0.10
-0.06 0.09 -0.14
0.10 -0.16 0.01
0.08 0.07 -0.08

Results
Energy above the lowest of the compared OMol25 structures with the same formula, charge and spin in eV: 3.905
Energy in eV: -8199.9807
M in g/mol: 84.08
Kohn-Sham gap in eV: 9.27
Net charge: 0
Strongest force on any atom in eV Å⁻¹: 0.5
SMILES string: NC1=CN1C=O